Below is a 2-piece molecular cluster, NO4S overall in a non-equilibrium geometry, with properties calculated with ωB97M-V/def2-TZVPD.

Positions of all 6 atoms, in Å:
O 2.74521 -0.86378 0.27294
S 2.57290 0.48451 -0.02271
N -1.62654 0.01406 0.00362
O -2.71253 0.25113 0.27617
O 1.14354 0.74283 -0.18771
O -0.58709 -0.34549 -0.26718

Output
Largest force on an atom, eV/A: 4.145
HOMO energy, eV: -16.24
Frontier orbital gap, eV: 8.531
LUMO level, eV: -7.71
Charge: +1
Energy relative to the best compared isomer or geometry (same formula, charge and spin), kcal per mole: 16.76
Total energy, hartree: -753.4078

In the Mulliken picture, each atom carries the following charge in e: -0.290, 0.758, 1.389, -0.231, -0.461, -0.165

***

Below is C5H11NPPb as an isolated structure in a non-equilibrium geometry, with properties calculated with ωB97M-V/def2-TZVPD.

Positions of all 19 atoms, in Å:
H -1.47362 0.00016 2.56948
H 2.48659 -0.88320 -1.96353
H -1.36605 -2.82853 -1.48999
N -0.48569 -0.29816 2.69932
P -0.63783 2.71994 0.46430
H 1.28583 -3.05336 -0.99450
C 1.42196 -1.05589 -1.90352
C -0.56930 -2.17906 -1.90192
H -1.20087 3.29256 -0.77684
C 0.81173 -2.26110 -1.57013
C -0.79008 -0.89835 -2.52082
H 0.64668 0.73022 -3.00532
Pb 1.14788 0.90156 1.25779
C 0.43389 -0.20198 -2.50291
H -0.08292 0.26833 3.46029
H -1.73438 2.92063 1.43812
H -0.42878 -1.29865 2.96210
H 0.37193 3.71733 0.88156
H -1.72948 -0.47066 -2.83539

Output
Largest force on an atom, eV/A: 1.606
HOMO energy (spin up / spin down), eV: -1.43 / -1.43
Frontier orbital gap (spin up / spin down), eV: 4.494 / 4.495
LUMO level (spin up / spin down), eV: 3.07 / 3.07
Charge: -1
Energy relative to the best compared isomer or geometry (same formula, charge and spin), kcal per mole: 18.18
Total energy, hartree: -785.9194

Mulliken atomic charge list, values in e, 6 entries: 0.245, 0.381, 0.313, -0.773, -0.321, 0.376

***

Below is a 2-piece molecular cluster, C2H4N overall in a non-equilibrium geometry, with properties calculated with ωB97M-V/def2-TZVPD.

Positions of all 7 atoms, in Å:
H -1.56831 1.26052 -0.78907
H 3.19948 -0.03714 1.50397
C -1.67338 0.17912 -0.80019
H -0.76056 -0.41791 -1.25113
N 1.20661 -0.30404 0.72848
H -2.59875 -0.41733 -0.72121
C 2.19491 -0.26322 1.32915

Output
Largest force on an atom, eV/A: 3.767
HOMO energy, eV: -16.64
Frontier orbital gap, eV: 7.112
LUMO level, eV: -9.53
Charge: +1
Energy relative to the best compared isomer or geometry (same formula, charge and spin), kcal per mole: 70.10
Total energy, hartree: -132.9034

Mulliken atomic charge list, values in e, 6 entries: 0.324, 0.305, 0.005, 0.332, -0.293, 0.319

***

Below is a 2-piece molecular cluster, C3H11N2S overall in a non-equilibrium geometry, with properties calculated with ωB97M-V/def2-TZVPD.

Positions of all 17 atoms, in Å:
H -1.85754 0.40268 1.37987
H 2.53616 -0.11813 -0.32475
H -0.01971 -1.99944 -0.79876
H -0.99743 2.93240 0.08288
H 1.95620 -3.75117 -0.50882
N -1.31629 1.23498 1.19249
S 1.22146 -0.10969 0.03201
H -2.93794 0.86510 -0.77278
H -2.87124 2.48517 -1.30583
H 0.59333 -2.29488 0.90372
C 0.79013 -1.88756 -0.08291
C -1.63391 2.07220 0.24260
C 1.97856 -2.67939 -0.68555
H 2.89965 -2.32833 -0.21657
H -0.38211 1.30042 1.59545
H 2.08063 -2.45378 -1.74614
N -2.54475 1.78511 -0.66548

Output
Largest force on an atom, eV/A: 1.694
HOMO energy, eV: -12.65
Frontier orbital gap, eV: 8.754
LUMO level, eV: -3.89
Charge: +1
Energy relative to the best compared isomer or geometry (same formula, charge and spin), kcal per mole: 13.95
Total energy, hartree: -628.3549

Mulliken atomic charge list, values in e, 6 entries: 0.201, 0.108, 0.320, 0.350, 0.335, -0.341

***

Below is C35H34N5O10SSn as an isolated structure in a non-equilibrium geometry, with properties calculated with ωB97M-V/def2-TZVPD.

Positions of all 86 atoms, in Å:
H 0.50931 5.21059 2.03267
C 0.20419 2.36723 -5.73590
S -0.56477 -2.05564 -6.46572
H -5.71728 -0.14277 3.15665
H -1.22328 -6.17411 2.65041
H 1.83529 -0.55375 -6.38117
C 1.11280 -0.36005 4.13757
H 0.72652 -1.75744 -4.13505
C 3.37811 -0.89472 1.36399
C 0.47777 3.81151 -5.42563
C 0.17700 -5.87015 1.04160
H -1.31998 -0.27666 -3.72037
H -2.35449 0.16874 -6.17354
C 4.57742 -0.34557 1.77827
C -4.71310 0.09501 2.83363
H -5.30043 0.87840 0.91543
C -2.35488 0.16275 3.22670
O 0.95930 -0.56790 8.29281
C 1.26442 1.48646 -5.94448
H 1.01613 4.27931 -6.25059
O 0.71983 -1.04941 -1.36967
C 2.36357 -0.40765 3.35893
O 0.67516 -2.64238 -6.87362
C 4.65285 0.18444 3.05656
C -3.63543 -0.15973 3.66490
H 5.56075 0.65132 3.41166
C -3.17624 0.91891 1.21806
O -1.32296 -0.45125 8.20885
C -1.25285 -0.11888 5.46107
H -1.94290 -2.72698 -4.85191
H 2.28079 1.85650 -5.89890
H -3.78775 -0.62014 4.62928
H 1.73627 3.53292 -1.16175
C 0.59116 3.54995 0.66241
C 1.03104 0.14675 -6.20322
C 0.68756 -4.91591 0.17511
N -0.00536 -0.18270 3.44576
H -0.01518 -2.98295 -3.11200
C -0.16529 4.47719 1.60093
N -0.69876 -3.24540 1.13182
H -1.95771 -3.79027 2.66242
C -1.21168 -4.16247 1.97692
O 1.91870 1.72212 1.48517
C -0.22751 -0.42674 -1.90389
C 0.24051 -3.61452 0.23744
H -0.44599 4.36260 -5.26196
C -0.78987 -5.47289 1.95309
H -2.93757 1.34282 0.24880
H -0.12288 2.19673 -0.61709
H -0.96426 4.98307 1.05639
H 2.01393 -0.64900 6.09176
C -0.22949 -2.15228 -3.78807
N 2.29012 -0.92462 2.13264
H 3.25682 -1.30887 0.36884
O -0.60930 0.70581 -1.51208
C 1.11131 -0.46426 5.52703
C -1.34525 0.54989 -6.08650
H -1.92956 2.56979 -5.68569
H 0.52039 -6.89321 1.00865
H 3.55058 0.56593 4.86054
H 5.42704 -0.31151 1.11196
H 0.60034 -2.82464 -0.40718
O -0.28391 2.48906 0.29313
C 3.53450 0.13809 3.86939
H 0.37799 4.68515 -1.16152
C -0.27540 -0.31191 -6.25448
O 2.58437 3.81223 1.99577
H 1.43530 -5.17286 -0.56053
C -1.00302 -1.06773 -3.04400
H 1.09859 3.89809 -4.53322
H -1.90387 -1.49775 -2.59368
C 1.85496 2.97979 1.48716
N -2.14124 0.67887 2.01718
C -0.09616 -0.33955 6.18640
O -1.13436 -2.01814 1.19219
C -0.16209 -0.46715 7.79172
H -2.18669 0.00377 5.99021
H 1.85343 5.03525 -0.23710
C 1.17467 4.24822 -0.55534
H -0.60791 3.88443 2.40210
C -1.16965 -0.05981 4.07472
C -1.10032 1.88919 -5.82738
O -1.74300 -2.26725 -7.25526
N -0.93993 -2.65035 -4.95976
Sn 0.17281 0.17262 0.88398
C -4.48406 0.65841 1.58755

Output
Largest force on an atom, eV/A: 2.720
HOMO energy (spin up / spin down), eV: -7.76 / -7.76
2S+1: 2
Frontier orbital gap (spin up / spin down), eV: 6.953 / 4.196
LUMO level (spin up / spin down), eV: -0.80 / -3.56
Expectation value of S²: 0.76
Energy relative to the best compared isomer or geometry (same formula, charge and spin), kcal per mole: 39.73
Total energy, hartree: -2992.7877

Mulliken atomic charge list, values in e, 6 entries: 0.390, 0.891, 1.332, 0.450, 0.419, 0.550

***

Below is C52H42FN6O4PW as an isolated structure in a non-equilibrium geometry, with properties calculated with ωB97M-V/def2-TZVPD.

Positions of all 107 atoms, in Å:
N 1.88097 -0.68952 -2.16056
C 1.80985 -1.47748 2.55371
H 2.96680 2.15695 -3.27364
C 2.16451 -5.02980 -4.48685
H -0.48392 2.48053 5.93265
H 1.79453 -5.94072 -1.93837
C -1.35264 -1.32699 4.23973
C -1.72772 -1.88265 -4.53263
H -4.04051 -0.78125 -0.44256
H -2.02950 -1.44876 5.06530
C -1.37449 -0.03120 -2.85298
H 0.64267 -2.02965 4.94984
H 3.81034 -2.48385 0.04755
C -2.19110 -2.28601 -5.76685
C -1.64723 -0.88263 2.95444
C 1.71063 1.79155 2.83776
H 5.49811 -2.15736 1.77184
C 1.95810 -2.84610 -3.25718
H -2.59304 -0.57691 2.54708
C 3.50571 -2.14315 1.02849
C 1.97603 -4.23124 -3.22508
C -1.71001 -2.53617 -0.07938
O -1.42087 1.16422 -2.61595
H -1.04212 -3.18185 -0.65953
C 2.29847 1.91044 4.08860
H -3.43463 0.59322 -6.97150
H 1.21903 -5.15556 -5.01758
H 2.55334 -6.02250 -4.26232
H -3.15035 -1.80196 -7.61152
C 1.78340 -4.85916 -1.99461
C -2.10422 -3.23298 1.18233
C -2.95385 -0.09883 -6.29369
C 4.45958 -1.95356 2.00732
C 0.66446 5.74974 0.43221
C -2.41377 0.39491 0.34712
C 1.76430 -2.10733 -2.09644
H 2.86292 -4.53820 -5.16479
C 0.33301 1.94325 2.69000
P -0.35000 1.79248 1.01683
C 1.51002 2.16717 5.20214
C -3.12007 2.47645 1.45104
C -3.77005 -3.76973 2.87430
H 2.32601 1.56151 1.97372
H -1.52794 2.27338 3.70860
H -1.13899 5.24723 -2.38579
H -0.78085 -5.10857 3.71783
H 3.36928 1.78935 4.19346
C -1.87417 -0.54748 -4.18296
H 1.04571 4.27481 1.93511
C 1.54693 -4.11798 -0.85267
O -0.94799 -0.96822 -2.07204
C 2.13756 -1.88971 1.25422
F -3.14834 -5.03862 4.75919
C -2.80374 -1.42783 -6.66009
H -1.30311 2.98862 -1.41808
C 0.05224 6.02954 -0.77782
H 6.06091 -1.79560 4.15791
O -1.55857 -4.46871 -5.32913
C -3.76010 0.11374 0.10130
H -2.58005 -2.33825 -0.70637
N 1.19515 -1.96479 0.26272
C 2.63675 -0.00472 -3.04013
N -0.55974 -0.90326 2.18051
H -2.58271 1.37172 -4.76006
C 0.56847 4.47761 0.98616
C -2.80834 -4.45156 3.58527
H -1.26613 -2.58476 -3.85233
C 1.51722 -2.72307 -0.87781
H -4.78239 -3.71692 3.25181
C 2.49987 1.33103 -2.76922
H 1.96597 2.25705 6.17963
C -0.45400 2.18499 3.81119
C -4.44728 2.15283 1.21672
H -5.79625 0.73899 0.33067
C -2.13591 1.58842 1.02800
H 1.21668 6.52021 0.95427
C -0.01237 -1.62267 4.20093
H -5.23691 2.82077 1.53561
C 2.78232 -1.24380 3.51862
O -2.43705 -4.04392 -7.25336
H 1.26241 2.24464 -1.16575
C -0.75956 3.76564 -0.89424
N 1.26325 0.15893 -1.29801
H 5.48455 -0.13991 4.28662
W -0.52395 -0.66749 -0.02598
H 4.80259 -1.38850 5.32206
C 1.62822 1.37585 -1.67837
H 3.24344 -0.51782 -3.76484
N -2.02993 -3.71177 -6.15624
C -1.16965 -3.94742 1.93683
H 0.12712 7.02049 -1.20655
C -1.50765 -4.55813 3.13505
H 2.08330 -2.33818 -4.20631
C -3.40565 -3.16543 1.67612
C 0.13422 2.29700 5.06351
H 2.47862 -0.85477 4.48402
C 4.12406 -1.47796 3.27457
C -4.75871 0.97569 0.53521
C -0.65934 5.03467 -1.43941
H 1.37771 -4.61186 0.09540
C -0.14555 3.48026 0.32903
C -2.48556 0.33840 -5.06206
H -4.15579 -2.62223 1.11313
H -0.14814 -4.00240 1.58212
H -2.85607 3.41611 1.92455
N 0.44512 -1.36211 2.96302
C 5.17120 -1.18639 4.31594

Output
Largest force on an atom, eV/A: 1.133
HOMO energy (spin up / spin down), eV: -6.87 / -7.25
2S+1: 3
Frontier orbital gap (spin up / spin down), eV: 6.710 / 7.082
LUMO level (spin up / spin down), eV: -0.16 / -0.16
Expectation value of S²: 2.01
Energy relative to the best compared isomer or geometry (same formula, charge and spin), kcal per mole: 5.14
Total energy, hartree: -3144.5201

Mulliken atomic charge list, values in e, 6 entries: 0.683, 0.006, 0.496, -1.566, 0.419, 0.409